Molecular formula: C13H20N
Method: DFT, ωB97M-V/def2-TZVPD

The geometry in XYZ format:
```
34
C13H20N (ωB97M-V/def2-TZVPD)
C -1.161 0.929 0.569
N -0.143 0.228 -0.324
C 0.716 -0.993 0.541
C -0.335 -1.997 0.715
C -1.112 -2.231 1.804
C -0.804 -1.967 3.162
C 0.132 -1.122 3.677
C 1.053 -0.296 2.976
C 1.436 -0.404 1.677
C 0.981 1.245 -0.630
C 0.899 1.989 -1.973
C 0.604 1.111 -3.196
C -0.748 0.503 -2.910
C -0.783 -0.340 -1.626
H -2.192 0.693 0.271
H -0.960 0.660 1.630
H -1.084 2.017 0.425
H 1.442 -1.295 -0.280
H -0.569 -2.517 -0.218
H -2.090 -2.761 1.625
H -1.471 -2.434 3.893
H 0.109 -0.994 4.757
H 1.556 0.487 3.603
H 2.374 0.093 1.378
H 0.931 1.996 0.171
H 1.925 0.711 -0.503
H 0.072 2.738 -1.913
H 1.851 2.543 -2.091
H 0.598 1.740 -4.106
H 1.384 0.350 -3.310
H -1.468 1.335 -2.853
H -1.057 -0.137 -3.753
H -0.257 -1.293 -1.783
H -1.830 -0.585 -1.405
```

- Structure (SMILES): C[N+]1(C2C=CC=CC=C2)CCCCC1
- Gap between HOMO and LUMO: 8.26 eV
- E_tot: -561.783111 hartree
- Net charge: +1
- HOMO energy: -12.11 eV